# 1
Entry from OMol25: 2 unconnected molecules or ions with the total composition C4H8O3 (ωB97M-V/def2-TZVPD).

XYZ file:
```
15
Properties=species:S:1:pos:R:3
O 1.247 -0.163 0.567
C 0.096 0.396 -0.063
C -0.979 -0.578 -0.176
C -1.207 -0.748 -1.500
O -0.410 -0.077 -2.377
C 0.343 0.783 -1.526
H 1.887 0.571 0.424
H -0.169 1.295 0.521
H -1.622 -0.986 0.583
H -1.912 -1.340 -1.992
H 1.383 0.711 -1.736
H -0.016 1.800 -1.718
O 0.641 -0.865 3.137
H 0.782 -0.444 2.244
H -0.065 -0.354 3.613
```

Properties
HOMO energy in eV: -9.17
Energy above the lowest of the compared OMol25 structures with the same formula, charge and spin in kJ/mol: 219.1
E in Ha: -382.88135
SMILES: O[C@@H]1C=COC1.O
Net charge: 0
LUMO level in eV: 0.5991

# 2
Entry from OMol25: 2 unconnected molecules or ions with the total composition C4H8O3 (ωB97M-V/def2-TZVPD).

XYZ file:
```
15
Properties=species:S:1:pos:R:3
O -1.938 1.698 -1.168
C -1.130 0.666 -0.777
C -1.039 -0.802 0.659
C 0.319 -0.958 0.160
O 0.544 -1.253 -1.014
C 1.486 -0.347 0.935
O 2.031 0.673 0.118
H -1.420 2.518 -1.198
H -0.120 1.014 -0.603
H -1.312 -0.183 -1.408
H -1.739 -1.557 0.292
H -1.090 -0.732 1.754
H 1.176 0.102 1.882
H 2.230 -1.130 1.143
H 1.999 0.291 -0.776
```

Properties
HOMO energy in eV: -9.43
Energy above the lowest of the compared OMol25 structures with the same formula, charge and spin in kJ/mol: 383.9
E in Ha: -382.81861
Net charge: 0
LUMO level in eV: 0.4735

# 3
Entry from OMol25: 3 unconnected molecules or ions with the total composition C4H8O3 (ωB97M-V/def2-TZVPD).

XYZ file:
```
15
Properties=species:S:1:pos:R:3
C -1.052 -0.970 0.575
C -0.547 -0.193 -0.595
O -0.102 -1.004 -1.605
C -0.537 1.140 -0.689
O -1.120 1.937 0.272
C 1.763 0.953 1.563
O 1.355 1.990 1.795
H -0.286 -1.678 0.910
H -1.311 -0.295 1.392
H -1.941 -1.547 0.296
H 1.834 -1.961 -0.538
H 0.158 -0.457 -2.359
H -0.142 1.646 -1.574
H -0.455 2.551 0.612
H 2.381 -2.114 -0.057
```

Properties
HOMO energy in eV: -8.48
Energy above the lowest of the compared OMol25 structures with the same formula, charge and spin in kJ/mol: 280.0
E in Ha: -382.85817
Net charge: 0
LUMO level in eV: 0.8523